Entry 1:
# C4H10N2

A 2-piece molecular cluster, C4H10N2 overall (wB97M-V/def2-TZVPD, the Open Molecules 2025 dataset).

Positions of all 16 atoms, in Å:
C (-3.974767, 0.321617, -1.158978)
N (3.488208, 0.195323, 2.721962)
H (-4.712069, 0.343563, -1.971723)
H (4.483013, -0.342278, 1.024307)
H (1.666181, -0.655195, 2.175905)
H (-2.249003, 0.384101, -3.226156)
C (2.328766, -0.248626, 2.942408)
C (3.863468, 0.504719, 1.343618)
N (-2.862449, -0.261536, -1.295456)
H (-3.223035, -1.124703, -3.249349)
H (-1.542107, -1.075625, -2.611259)
H (-4.313669, 0.554408, -0.146333)
H (3.031147, 0.851366, 0.747571)
C (-2.491069, -0.538995, -2.723843)
H (1.892207, -0.224159, 3.930003)
H (4.615178, 1.316020, 1.497323)

Force components x, y, z for each atom (eV/Å):
C -0.355 -1.349 0.482
N -0.933 0.609 0.423
H 0.103 0.605 -0.011
H -0.513 0.110 -0.760
H -0.145 0.346 -0.394
H -0.203 0.351 -0.240
C 0.046 -0.014 -0.316
C 1.934 0.024 1.681
N -0.123 0.912 -1.116
H -0.375 -0.206 -0.264
H -0.293 -0.196 -0.589
H 0.039 0.213 -0.219
H -0.056 -0.366 -0.490
C 1.213 -0.329 1.960
H 0.352 -0.420 0.493
H -0.692 -0.290 -0.640

Values from the calculation:
HOMO level = -9.3 eV
Kohn-Sham gap = 10.387 eV
Energy = -267.822483 hartree
ΔE to the lowest compared entry with this formula, charge and spin = 2.799 eV
SMILES = C=NC.C=NC


Entry 2:
# C5H4OPb

C5H4OPb as an isolated structure (wB97M-V/def2-TZVPD, the Open Molecules 2025 dataset).

Positions of all 11 atoms, in Å:
H (-2.104323, -0.983997, -0.848296)
H (-1.971905, 0.694199, 1.013180)
H (-1.392651, 1.676444, -0.448901)
C (-1.440626, -0.614347, -0.062071)
C (-1.091886, 0.840684, 0.184592)
H (-1.410050, -1.432083, 0.664908)
O (3.288099, -1.668228, -0.280885)
C (0.046654, 0.030350, -0.068532)
Pb (2.428753, 2.711476, -0.051890)
C (1.346039, -0.189687, 0.029281)
C (2.301891, -1.064807, -0.131387)

Force components x, y, z for each atom (eV/Å):
H 0.979 0.344 -0.768
H 3.377 1.986 -0.060
H 0.073 -0.611 -0.297
C 2.323 -2.308 -3.043
C -4.026 0.777 2.696
H -0.467 1.207 0.984
O -1.022 0.425 0.367
C -1.652 -2.037 1.028
Pb -0.059 -0.362 0.023
C -0.409 0.790 -0.278
C 0.883 -0.210 -0.652

Values from the calculation:
HOMO level (alpha / beta) = -5.9 / -6.0 eV
Kohn-Sham gap (alpha / beta) = 4.744 / 4.784 eV
Energy = -460.714482 hartree
ΔE to the lowest compared entry with this formula, charge and spin = 0.000 eV


Entry 3:
# C5H4S2

One molecule with the formula C5H4S2 (wB97M-V/def2-TZVPD, the Open Molecules 2025 dataset).

Positions of all 11 atoms, in Å:
S (-1.179547, 0.225519, 3.362713)
C (0.856327, -0.431331, -0.026564)
C (0.878065, -0.257792, 1.284237)
H (1.763742, -0.299129, 1.796918)
H (-1.385400, 0.842191, -2.499318)
H (0.333957, 0.239763, -2.913489)
C (-0.346864, -0.031841, -0.767627)
S (-1.782972, -0.167334, 0.396265)
H (1.938953, -0.426962, -0.307959)
C (-0.608594, 0.023099, 1.823805)
C (-0.467668, 0.283815, -2.148981)

Force components x, y, z for each atom (eV/Å):
S 0.914 -0.118 -1.644
C 2.106 1.398 -0.384
C -5.935 0.414 -0.105
H 1.544 -0.014 1.888
H 0.907 -1.149 0.507
H -0.284 -0.131 1.053
C -0.965 -0.540 -3.389
S 2.921 1.066 0.258
H -1.280 -0.437 -1.368
C 0.548 -0.983 0.178
C -0.477 0.493 3.006

Values from the calculation:
HOMO level = -8.6 eV
Kohn-Sham gap = 7.588 eV
Energy = -989.204682 hartree
ΔE to the lowest compared entry with this formula, charge and spin = 1.641 eV
SMILES = C=C1C=CC(=S)S1


Which of these has the highest energy? C4H10N2